[1]
Here is a cluster of 10 separate species, C25H54F9N4O26P3 in total from OMol25. Energies are from wB97M-V/def2-TZVPD.

Each line ends with the Mulliken charge.
Atoms and positions in Å:
C  -2.1866  -1.1665  -17.3860  -0.5897
N  -2.7742  -1.7093  -18.6529  0.7924
O  -3.3075  -0.9325  -19.4542  -0.5002
O  -2.8840  -2.9275  -18.7063  -0.4946
H  -3.0851  -1.0888  -16.7738  0.2544
H  -1.6684  -0.2341  -17.6099  0.2626
H  -1.4895  -1.8889  -16.9616  0.2750
C  -9.6426  -2.8891  -4.8337  -0.6736
N  -8.8338  -2.6124  -3.6299  0.8268
O  -8.0759  -3.5308  -3.3354  -0.5002
O  -8.9449  -1.5432  -3.0003  -0.5084
H  -9.1580  -3.6500  -5.4454  0.2918
H  -9.7904  -1.9443  -5.3568  0.2815
H  -10.5984  -3.2231  -4.4299  0.2823
C  -8.3431  -0.1957  -17.7872  -0.6538
N  -8.5093  -1.4263  -16.9936  0.7852
O  -7.8591  -1.5286  -15.9477  -0.4827
O  -9.3894  -2.2019  -17.4393  -0.4952
H  -8.2332  -0.3672  -18.8580  0.2702
H  -7.4249  0.2115  -17.3639  0.2965
H  -9.1719  0.4755  -17.5619  0.2789
C  -5.8487  -9.2232  -20.5190  -0.6894
N  -5.2434  -10.4469  -19.8715  0.8357
O  -5.6826  -11.5143  -20.3031  -0.5067
O  -4.2699  -10.3534  -19.1807  -0.5069
H  -6.4797  -9.4225  -21.3852  0.2962
H  -5.0069  -8.6050  -20.8311  0.2990
H  -6.2866  -8.7103  -19.6627  0.2720
C  -11.8368  -11.8510  -8.5966  -0.5733
O  -12.8048  -12.5983  -7.7614  -0.3469
P  -14.2836  -11.9816  -7.3303  1.0162
O  -15.1418  -11.5187  -8.4892  -0.6536
O  -14.9569  -13.2247  -6.5198  -0.3885
C  -16.4682  -13.2223  -6.4141  -0.6741
O  -14.0399  -10.9036  -6.1704  -0.2713
C  -13.5821  -9.6466  -6.4499  -0.7195
H  -11.2235  -12.5520  -9.1629  0.2383
H  -11.2424  -11.1784  -7.9782  0.2540
H  -12.4841  -11.2597  -9.2442  0.3258
H  -16.8947  -12.3162  -6.8445  0.3060
H  -16.7762  -13.3892  -5.3819  0.2911
H  -17.0258  -13.9437  -7.0114  0.2838
H  -13.3893  -9.4669  -7.5075  0.3319
H  -12.5575  -9.5284  -6.0973  0.2931
H  -14.1111  -8.8143  -5.9856  0.2870
C  4.0658  -4.9499  -20.9410  -0.6538
O  4.6821  -5.6779  -19.8952  -0.3182
P  4.2535  -5.5345  -18.3259  0.9552
O  3.8025  -4.2177  -17.8739  -0.6371
O  3.1859  -6.7326  -18.2578  -0.2630
C  1.8098  -6.4740  -18.4741  -0.5582
O  5.6113  -6.1500  -17.5732  -0.3189
C  5.8644  -6.0442  -16.1879  -0.6264
H  3.4906  -5.5912  -21.6089  0.2375
H  4.8580  -4.3924  -21.4405  0.2460
H  3.4379  -4.2318  -20.4135  0.3407
H  1.3653  -6.1311  -17.5398  0.2474
H  1.3461  -7.4317  -18.7107  0.2466
H  1.6273  -5.7559  -19.2735  0.2729
H  6.6173  -5.2667  -16.0588  0.2681
H  6.3862  -6.9498  -15.8785  0.2655
H  4.9991  -5.8914  -15.5427  0.2960
C  -0.4834  -11.2122  -6.5192  -0.8126
O  -0.4355  -11.9408  -7.7759  -0.3061
P  -0.7080  -11.0008  -9.0675  0.9931
O  -0.5645  -11.7165  -10.3713  -0.6914
O  -2.2336  -10.4439  -8.7911  -0.2303
C  -3.3188  -11.3715  -8.7832  -0.6786
O  0.2804  -9.6814  -8.9542  -0.3019
C  1.6998  -9.5562  -8.8577  -0.6562
H  0.5016  -11.3561  -6.0752  0.3297
H  -1.2053  -11.6436  -5.8257  0.3300
H  -0.6969  -10.1505  -6.3962  0.3492
H  -3.5228  -11.9042  -9.7120  0.2812
H  -4.1674  -10.7443  -8.5100  0.2449
H  -3.2037  -12.0185  -7.9137  0.2960
H  2.1285  -9.2371  -9.8077  0.2827
H  2.1620  -10.5173  -8.6327  0.3038
H  2.0644  -8.8478  -8.1138  0.2662
C  -4.4342  -4.1376  -8.2698  -1.0039
C  -3.1735  -3.2408  -8.5885  -0.2364
O  -3.4638  -2.1300  -9.4152  -0.2596
C  -4.3502  -1.2155  -9.1106  0.4476
O  -4.9951  -1.1888  -8.0152  -0.5704
C  -4.4114  0.0315  -10.0222  0.7814
F  -3.9251  1.1144  -9.4323  -0.2389
F  -3.6367  -0.1904  -11.1296  -0.2534
F  -5.6436  0.3411  -10.4168  -0.2279
H  -5.3367  -3.5386  -8.1477  0.3304
H  -4.2935  -4.7519  -7.3804  0.3367
H  -4.6075  -4.7752  -9.1367  0.2803
H  -2.3255  -3.7524  -9.0437  0.3134
H  -2.8276  -2.9096  -7.6093  0.3010
C  -5.9657  -6.5709  -14.3585  -1.1870
C  -7.0842  -7.1345  -13.5225  -0.1104
O  -8.0901  -6.1104  -13.3547  -0.2417
C  -8.8887  -6.1353  -12.2381  0.3986
O  -8.7238  -6.9597  -11.3670  -0.5479
C  -9.8325  -4.9597  -12.1496  0.8888
F  -10.9540  -5.3525  -11.6725  -0.2632
F  -9.4994  -4.0256  -11.2751  -0.2500
F  -10.1350  -4.4898  -13.3235  -0.2328
H  -5.2122  -7.2965  -14.6649  0.3765
H  -5.4845  -5.7232  -13.8708  0.3124
H  -6.4038  -6.1745  -15.2745  0.3094
H  -6.7625  -7.4017  -12.5159  0.3271
H  -7.4851  -7.9627  -14.1067  0.2205
C  -22.2337  -0.2728  -11.8583  -1.0505
C  -21.3950  0.8424  -11.0850  -0.2574
O  -20.1242  0.3314  -10.6295  -0.3378
C  -19.9769  -0.6550  -9.6706  0.4397
O  -20.9923  -1.1577  -9.1473  -0.5149
C  -18.5617  -1.2428  -9.3232  0.8010
F  -18.5432  -2.0566  -8.2493  -0.2287
F  -17.9644  -1.8363  -10.3516  -0.2342
F  -17.7515  -0.2535  -8.9872  -0.2519
H  -23.2423  0.1257  -11.9677  0.3219
H  -22.2634  -1.2167  -11.3139  0.3097
H  -21.7702  -0.7192  -12.7381  0.3486
H  -22.0034  1.0089  -10.1960  0.2821
H  -21.2852  1.8512  -11.4830  0.3723

Results
E_HOMO (hartree): -0.3823
LUMO (eV): -0.25
Kohn-Sham gap (eV): 10.2
Total charge: 0

***

[2]
Here is a structure of composition C27H38CoN7SSi2 from OMol25. Energies are from wB97M-V/def2-TZVPD.

Each line ends with the Löwdin spin population.
Atoms and positions in Å:
Co  -0.2204  -0.7571  -0.3362  2.6628
C  0.7390  1.3322  -4.0512  -0.0002
C  0.1666  0.7516  -2.8002  -0.0037
N  0.5926  -0.2755  -2.1938  0.0307
N  1.6272  -1.0110  -2.7160  0.0031
C  1.5314  -2.3647  -2.5882  0.0067
N  2.6181  -3.0493  -2.9579  0.0050
S  0.1341  -3.0942  -2.0261  0.0306
C  -1.0665  1.3252  -2.1986  -0.0001
C  -1.8039  2.2886  -2.8559  0.0003
C  -3.0003  2.7200  -2.3004  -0.0032
C  -3.4102  2.1671  -1.1050  0.0010
C  -2.6117  1.2001  -0.5147  0.0001
N  -1.4590  0.7876  -1.0365  0.0313
H  1.7592  1.0123  -4.2304  0.0001
H  0.7363  2.4207  -4.0011  0.0002
H  0.1337  1.0310  -4.9110  -0.0005
H  2.4845  -0.5479  -2.9749  0.0006
H  3.4199  -2.6119  -3.3805  0.0002
H  2.5492  -4.0519  -2.9824  0.0006
H  -1.4556  2.6880  -3.7989  0.0003
H  -3.6025  3.4684  -2.7996  -0.0002
H  -4.3333  2.4707  -0.6301  0.0003
H  -2.9054  0.7463  0.4227  0.0003
C  -1.0121  1.4789  2.6780  0.0002
Si  0.5498  2.0900  1.8149  0.0138
C  1.5437  2.9507  3.1510  0.0045
C  0.1319  3.4167  0.5539  0.0004
C  1.3292  0.6471  0.9590  0.0901
C  1.3136  -0.6308  1.6676  0.0102
C  1.5258  -0.8489  3.0514  0.0068
C  1.6384  -2.1310  3.5390  -0.0010
C  1.4919  -3.2219  2.6733  0.0082
C  1.1912  -2.9627  1.3598  0.0024
N  1.0924  -1.7122  0.8713  0.0452
Si  2.9861  0.8978  0.1659  0.0108
C  4.2215  1.5364  1.4226  0.0046
C  3.7407  -0.7145  -0.4448  -0.0004
C  2.9016  2.1579  -1.2370  0.0000
H  -1.7291  2.2920  2.8343  -0.0001
H  -0.7725  1.0624  3.6621  0.0001
H  -1.5066  0.6946  2.0989  0.0003
H  0.8938  3.6380  3.7040  0.0006
H  2.3612  3.5406  2.7310  0.0000
H  1.9758  2.2509  3.8721  0.0000
H  -0.6656  4.0692  0.9250  0.0000
H  -0.1919  2.9909  -0.3958  -0.0001
H  1.0039  4.0488  0.3577  0.0001
H  1.6517  0.0082  3.7014  0.0007
H  1.8545  -2.2958  4.5886  -0.0002
H  1.5955  -4.2411  3.0210  0.0008
H  1.0049  -3.7635  0.6527  -0.0002
H  4.1361  0.9690  2.3552  0.0001
H  4.0670  2.5920  1.6563  0.0000
H  5.2490  1.4249  1.0576  0.0007
H  4.2946  -1.1819  0.3761  -0.0001
H  4.4603  -0.5251  -1.2503  0.0000
H  3.0061  -1.4452  -0.7898  -0.0001
H  3.2106  3.1455  -0.8814  0.0000
H  1.8880  2.2647  -1.6271  0.0000
H  3.5760  1.8958  -2.0615  0.0000
N  -3.1695  -2.4168  2.2669  -0.0002
C  -1.9361  -1.9897  1.9254  0.0018
N  -1.8308  -1.7455  0.6439  0.0309
C  -3.0869  -2.0304  0.0986  0.0020
C  -3.5292  -1.9686  -1.2221  -0.0002
C  -4.8427  -2.3133  -1.4672  -0.0002
C  -5.7027  -2.7139  -0.4295  0.0002
C  -5.2688  -2.7948  0.8781  0.0001
C  -3.9418  -2.4509  1.1130  0.0008
H  -3.4604  -2.6773  3.1931  0.0002
H  -1.1338  -1.8789  2.6439  0.0000
H  -2.8542  -1.6806  -2.0195  -0.0003
H  -5.2185  -2.2897  -2.4821  0.0000
H  -6.7277  -2.9709  -0.6636  0.0000
H  -5.9290  -3.1132  1.6746  0.0001

Results
E_HOMO (alpha / beta) (hartree): -0.3472 / -0.3604
LUMO (alpha / beta) (eV): -3.19 / -3.16
Kohn-Sham gap (alpha / beta) (eV): 6.3 / 6.6
Total charge: +1
<S²>: 3.76
2S+1: 4

***

[3]
Here is a structure of composition C25H62CdF3IO9 from OMol25. Energies are from wB97M-V/def2-TZVPD.

Each line ends with the Mulliken charge.
Atoms and positions in Å:
Cd  0.7624  0.6330  -1.1175  3.5192
I  2.9243  2.0031  -2.2652  -0.5695
C  -0.7279  -1.6739  -1.5543  0.4234
O  0.0980  -0.8802  -2.4964  -0.6278
O  -0.5743  -0.8525  -0.4255  -1.7445
C  -2.1842  -2.0176  -2.1435  0.0066
F  -3.0092  -2.5433  -1.3239  -0.2720
F  -2.7404  -0.9584  -2.6955  -0.1710
F  -2.0707  -2.9537  -3.0830  -0.3443
C  0.4648  -1.6146  -3.6934  -0.2396
C  1.1915  -0.7339  -4.6355  -0.8270
H  1.3132  -1.1597  -5.6315  0.4673
H  0.6579  0.2162  -4.6618  0.0818
H  2.2063  -0.5131  -4.3046  -0.1116
H  -0.3303  -1.9879  -4.3388  0.3111
H  1.1707  -2.4299  -3.5352  0.0955
H  -0.1575  -2.5920  -1.4134  0.5297
C  -3.0058  -2.7117  3.2261  -1.3665
C  -1.6318  -2.9809  2.7085  0.6736
C  -1.5612  -3.9610  1.5290  -1.4400
O  -0.9492  -1.8221  2.2823  0.5808
H  -3.0407  -1.9772  4.0307  0.3049
H  -3.4660  -3.5657  3.7231  0.4066
H  -3.6691  -2.3829  2.4261  0.2536
H  -1.0506  -3.4762  3.4863  0.3058
H  -2.0617  -4.9119  1.7118  0.4698
H  -0.5215  -4.2350  1.3503  0.3223
H  -2.0027  -3.6722  0.5751  0.1729
H  -1.1346  -1.6809  1.3510  -0.6700
C  5.5632  -2.9337  -1.3359  -1.4495
C  4.7492  -1.9378  -2.1225  0.5596
C  4.7911  -2.1014  -3.6518  -1.2742
O  3.4198  -2.1171  -1.7137  -0.5204
H  6.6416  -2.8199  -1.4469  0.3906
H  5.4572  -3.9529  -1.7075  0.3868
H  5.3379  -2.9601  -0.2698  0.3343
H  4.9977  -0.9088  -1.8625  0.3062
H  5.7763  -2.1479  -4.1158  0.4257
H  4.3312  -1.1912  -4.0366  0.2730
H  4.2939  -2.9920  -4.0360  0.2603
H  3.2662  -3.0370  -1.9415  0.3100
C  -2.0890  1.8779  -3.9670  -1.3635
C  -0.9082  2.3658  -3.1950  0.4172
C  -1.0362  3.8890  -2.8930  -1.3537
O  -0.8696  1.7052  -1.9450  0.5622
H  -1.8968  0.8660  -4.3236  0.1499
H  -2.1708  2.4006  -4.9200  0.5244
H  -3.0347  1.8300  -3.4271  0.1616
H  0.0285  2.2634  -3.7429  0.5418
H  -0.5287  4.1789  -1.9730  0.1544
H  -2.0817  4.1894  -2.8246  0.2892
H  -0.5551  4.5204  -3.6400  0.4270
H  -1.6974  1.9356  -1.5169  -0.7578
C  2.7002  -2.1858  1.6090  -1.1267
C  2.8040  -0.6826  1.3497  1.2952
C  4.2475  -0.1882  1.4081  -1.1939
O  2.3711  -0.4048  0.0572  -0.1833
H  3.2011  -2.4684  2.5349  0.4866
H  3.2796  -2.7518  0.8796  0.1375
H  1.6595  -2.5089  1.6366  -0.1229
H  2.2581  -0.1675  2.1401  0.0460
H  4.8281  -0.7645  0.6877  0.1964
H  4.6441  -0.4942  2.3762  0.4084
H  4.3885  0.8747  1.2120  0.2170
H  2.9025  -0.9497  -0.5279  -0.4248
C  -4.0297  0.5296  0.1568  -0.7985
C  -4.3937  1.9970  -0.0043  0.5043
C  -4.4756  2.7722  1.3282  -1.2552
O  -3.3563  2.6239  -0.7454  -0.3962
H  -3.1542  0.4115  0.7952  -0.2390
H  -3.7980  0.0436  -0.7909  0.0030
H  -4.8164  -0.0207  0.6730  0.5799
H  -5.3275  2.0754  -0.5611  0.3041
H  -4.8440  3.7835  1.1557  0.4789
H  -3.5061  2.8808  1.8144  0.0542
H  -5.2004  2.3042  1.9944  0.4115
H  -3.6675  3.5055  -0.9636  0.1914
C  -2.1431  1.0300  3.7536  -0.8103
C  -0.6833  0.8792  4.0445  0.6651
C  -0.4071  -0.1903  5.0822  -1.5526
O  0.0619  0.5911  2.9510  -0.0930
H  -2.7064  1.0741  4.6857  0.5100
H  -2.6220  0.2143  3.2119  -0.0334
H  -2.3343  1.9787  3.2520  -0.0977
H  -0.2891  1.8005  4.4733  0.3800
H  -0.8260  -1.1381  4.7441  0.2156
H  -0.9369  -0.0056  6.0167  0.4592
H  0.6548  -0.3295  5.2853  0.3285
H  0.0312  -0.3599  2.8239  -0.3468
C  -0.6129  3.8307  1.4043  -1.2256
C  0.6138  3.2118  0.8634  0.4338
C  1.7683  3.2105  1.8529  -1.1754
O  0.4648  1.8122  0.5752  1.1234
H  -1.5361  3.6721  0.8469  -0.1300
H  -0.4692  4.9050  1.2886  0.4989
H  -0.7307  3.5655  2.4549  0.3322
H  0.9580  3.7395  -0.0261  0.4407
H  2.6242  2.7250  1.3841  0.1982
H  1.4930  2.5881  2.7043  0.0621
H  1.9815  4.1906  2.2797  0.4010
H  0.2454  1.3034  1.3592  -0.4537

Results
E_HOMO (hartree): -0.2807
LUMO (eV): 0.57
Kohn-Sham gap (eV): 8.2
Total charge: 0

***

Number 1: strongest force on any atom 0.1162 Eh/bohr, E -138310.8558 eV. Number 2: strongest force on any atom 0.0159 Eh/bohr, E -103262.3839 eV. Number 3: strongest force on any atom 0.0915 Eh/bohr, E -66176.2883 eV.